--- w ---
DFT (ωB97M-V/def2-TZVPD) results for a cluster of 6 separate species, C16H30FNO11S in total.

XYZ file:
```
60
Properties=species:S:1:pos:R:3:mulliken_charge:R:1
N 17.959 26.298 11.458 -0.31
H 17.184 25.669 11.580 0.23
H 18.691 25.770 11.378 0.35
H 18.021 27.210 11.930 0.28
H 17.741 26.703 10.572 0.38
F 15.001 26.574 11.697 -0.80
C 12.835 21.785 14.182 -1.85
C 12.479 23.164 14.484 0.76
C 13.010 24.155 13.401 -0.05
O 11.649 24.486 12.672 -0.16
C 10.626 23.985 13.218 0.55
O 9.508 24.281 12.916 -0.57
O 11.046 23.302 14.322 -0.43
H 12.639 21.444 13.266 0.46
H 12.403 20.953 14.851 0.31
H 13.819 21.816 14.359 0.55
H 12.888 23.476 15.517 0.28
H 13.368 23.537 12.649 0.46
H 13.512 25.291 13.739 -0.30
C 10.380 27.157 14.715 -1.49
C 11.767 27.806 14.619 1.21
C 12.348 27.923 13.229 0.61
O 12.322 29.276 12.966 -0.41
C 11.990 29.912 14.026 0.56
O 11.970 31.135 14.036 -0.65
O 11.833 29.079 15.020 -0.39
H 9.628 27.384 13.919 0.27
H 9.935 27.520 15.648 0.45
H 10.491 26.087 14.864 0.31
H 12.507 27.292 15.203 0.11
H 11.984 27.218 12.435 -0.33
H 13.365 27.828 13.064 -0.25
C 12.007 24.514 9.533 -1.97
C 12.450 25.962 9.138 1.39
C 13.781 26.152 8.282 -0.35
O 13.471 27.096 7.287 -0.28
C 12.208 27.280 7.333 0.60
O 11.619 28.167 6.741 -0.60
O 11.548 26.561 8.256 -0.38
H 11.116 24.532 10.034 0.50
H 12.516 23.881 10.193 0.39
H 11.790 24.050 8.670 0.57
H 12.392 26.570 10.101 -0.49
H 14.026 25.076 7.932 0.24
H 14.576 26.334 8.863 0.31
C 15.900 27.235 14.774 -0.35
C 16.225 28.691 14.415 -0.95
C 16.676 29.379 15.741 -1.03
S 17.478 27.984 16.600 1.14
O 16.683 27.686 17.820 -0.68
O 18.958 28.155 16.664 -0.69
C 17.234 26.658 15.555 -0.75
H 15.837 26.724 13.918 0.52
H 15.023 27.306 15.496 -0.01
H 15.442 29.138 14.013 0.56
H 16.914 28.659 13.671 0.35
H 15.728 29.820 16.336 0.28
H 17.290 30.035 15.526 0.77
H 16.850 25.724 16.142 0.33
H 18.125 26.458 15.029 0.43
```

- Kohn-Sham gap (eV) = 8.34

=====

--- x ---
DFT (ωB97M-V/def2-TZVPD) results for a cluster of 6 separate species, C16H30FNO11S in total.

XYZ file:
```
60
Properties=species:S:1:pos:R:3:mulliken_charge:R:1
N -3.210 1.054 -0.171 -0.10
H -2.221 1.075 -0.411 0.00
H -3.691 0.477 -0.792 0.33
H -3.631 1.811 -0.094 0.33
H -3.038 0.570 0.587 0.28
F -0.443 0.093 0.455 -0.70
C 0.878 3.626 1.748 -1.60
C 0.167 4.709 0.993 0.53
C -0.048 4.217 -0.395 -0.05
O -1.331 3.861 -0.458 -0.32
C -2.028 4.251 0.636 0.68
O -3.262 4.161 0.799 -0.61
O -1.144 4.891 1.500 -0.36
H 1.246 3.863 2.866 0.29
H 1.752 3.413 1.378 0.71
H 0.441 2.617 1.731 0.20
H 0.894 5.539 1.036 0.32
H 0.559 3.359 -0.555 -0.05
H 0.216 5.128 -1.089 0.25
C 0.390 0.262 4.310 -1.63
C -0.421 -0.740 3.572 1.23
C 0.561 -1.722 2.851 0.23
O 0.104 -2.989 3.303 -0.28
C -0.799 -2.895 4.159 0.52
O -1.200 -3.907 4.814 -0.65
O -1.346 -1.632 4.296 -0.41
H -0.478 0.835 4.774 0.32
H 1.006 0.872 3.792 0.46
H 0.954 -0.303 5.091 0.39
H -0.854 -0.095 2.755 -0.22
H 1.707 -1.601 3.171 0.17
H 0.570 -1.449 1.906 -0.21
C 2.469 -0.453 -3.120 -1.45
C 2.129 0.256 -1.755 0.66
C 2.527 -0.339 -0.506 -0.15
O 3.746 0.360 -0.214 -0.41
C 3.917 1.417 -0.907 0.59
O 4.693 2.316 -0.572 -0.62
O 2.938 1.426 -1.874 -0.53
H 2.330 0.216 -3.842 0.52
H 1.808 -1.285 -3.239 0.06
H 3.421 -0.691 -3.029 0.54
H 1.281 0.714 -1.483 0.39
H 2.605 -1.360 -0.722 0.41
H 2.020 -0.035 0.356 -0.11
C -0.897 -3.933 -3.476 -0.71
C -0.683 -2.408 -3.510 -0.69
C -0.519 -1.974 -2.070 0.33
S -1.785 -2.823 -1.223 1.34
O -2.981 -2.099 -1.169 -0.71
O -1.374 -3.544 -0.049 -0.71
C -2.038 -4.036 -2.446 -0.73
H 0.194 -4.283 -3.167 0.21
H -1.219 -4.409 -4.280 0.50
H -1.514 -1.902 -3.947 0.42
H 0.250 -2.227 -3.983 0.37
H -0.839 -0.844 -2.065 -0.16
H 0.402 -2.195 -1.419 -0.05
H -3.097 -4.132 -2.966 0.30
H -2.103 -5.087 -1.904 0.32
```

- Kohn-Sham gap (eV) = 9.41

=====

Stability, highest: x

=====

--- w ---
DFT (ωB97M-V/def2-TZVPD) results for the ion C5H9N2O with charge +1.

XYZ file:
```
17
Properties=species:S:1:pos:R:3:mulliken_charge:R:1
C -1.809 0.024 -0.041 0.47
C 1.545 0.285 -0.827 -1.06
C 1.796 0.123 0.650 -0.53
C -0.184 -1.514 0.226 -0.44
C 0.463 -0.209 0.068 0.87
N -0.749 0.822 0.044 -0.25
N -2.991 0.636 -0.042 -0.38
O -1.590 -1.238 -0.063 -0.36
H 1.514 1.232 -1.213 0.29
H 2.178 -0.302 -1.389 0.29
H 2.196 -0.861 0.998 0.28
H 1.783 1.002 1.261 0.29
H 0.026 -2.275 -0.504 0.32
H -0.247 -1.784 1.202 0.37
H -0.526 1.681 -0.362 0.29
H -3.070 1.605 0.248 0.27
H -3.688 -0.023 0.251 0.29
```

- SMILES = [NH2+]=C1NC2(CC2)CO1
- Kohn-Sham gap (eV) = 11.32
- net charge = +1

=====

--- x ---
DFT (ωB97M-V/def2-TZVPD) results for the ion C5H9N2O with charge +1.

XYZ file:
```
17
Properties=species:S:1:pos:R:3:mulliken_charge:R:1
C -1.856 0.560 -0.930 -0.59
C -1.282 -0.672 -0.936 -0.34
C -1.275 1.475 -0.034 0.06
C -0.056 -0.996 -0.108 -0.89
C 0.794 0.245 -0.139 0.59
N -0.094 1.527 0.370 -0.62
N 1.768 0.215 0.992 -0.29
O 1.434 0.352 -1.347 -0.53
H -2.850 0.604 -1.196 0.44
H -1.634 -1.520 -1.502 0.39
H -1.792 2.308 0.436 0.47
H -0.242 -1.307 0.919 0.38
H 0.317 -1.967 -0.523 0.30
H 1.377 0.931 1.598 0.39
H 2.660 0.618 0.692 0.37
H 1.970 -0.650 1.510 0.35
H 0.748 0.001 -1.909 0.51
```

- SMILES = [NH3+][C@@]1(O)CC=CC=N1
- Kohn-Sham gap (eV) = 9.94
- net charge = +1

=====

Stability, highest: w

=====

--- w ---
DFT (ωB97M-V/def2-TZVPD) results for the molecule C3H4FN.

XYZ file:
```
9
Properties=species:S:1:pos:R:3:mulliken_charge:R:1
C -0.871 -0.656 -0.179 -1.05
C 0.069 0.547 0.200 0.44
C 1.572 0.347 -0.047 0.17
H -0.947 -0.745 -1.307 0.28
H -0.377 -1.538 0.071 0.38
H -1.846 -0.579 0.317 0.30
H -0.063 0.529 1.321 0.13
N 2.756 0.209 -0.157 -0.38
F -0.293 1.885 -0.219 -0.27
```

- SMILES = C[C@H](F)C#N
- Kohn-Sham gap (eV) = 12.49

=====

--- x ---
DFT (ωB97M-V/def2-TZVPD) results for a structure of composition C3H4FN.

XYZ file:
```
9
Properties=species:S:1:pos:R:3:mulliken_charge:R:1
C 1.871 0.040 0.032 -0.19
C -0.754 -0.276 -0.513 -0.35
C -1.637 0.038 0.391 0.03
N 0.982 -0.812 0.131 -0.44
F -2.867 0.486 0.046 -0.23
H 2.853 -0.292 0.366 0.27
H 1.809 1.062 -0.336 0.25
H -0.732 -0.196 -1.575 0.34
H -1.526 -0.050 1.460 0.32
```

- Kohn-Sham gap (eV) = 10.64

=====

Stability, highest: w

=====

--- w ---
DFT (ωB97M-V/def2-TZVPD) results for a cluster of 4 separate species, C2H11NO4 in total.

XYZ file:
```
18
Properties=species:S:1:pos:R:3:mulliken_charge:R:1
C 1.884 -0.153 0.460 -0.24
N 0.802 -0.134 1.549 -0.07
C -0.567 -0.410 1.201 -0.80
O 1.716 -1.232 -0.275 -0.51
H 2.801 -0.221 1.062 0.38
H 1.124 -0.770 2.283 0.31
H -1.266 -0.319 2.029 0.39
H -0.710 -1.392 0.725 0.53
H -0.855 0.339 0.453 0.16
H -0.553 1.510 -0.984 0.46
H 0.020 -1.362 -1.161 0.41
O -1.829 0.969 -0.390 -0.90
H -1.328 -0.626 -0.860 0.41
H 1.719 0.771 -0.094 0.33
O -0.917 -1.353 -1.347 -0.62
H -2.411 1.618 -0.803 0.21
H 0.037 1.177 -2.335 0.29
O 0.330 1.587 -1.511 -0.72
```

- Kohn-Sham gap (eV) = 4.64

=====

--- x ---
DFT (ωB97M-V/def2-TZVPD) results for a cluster of 4 separate species, C2H11NO4 in total.

XYZ file:
```
18
Properties=species:S:1:pos:R:3:mulliken_charge:R:1
C -0.347 -2.269 0.784 -0.87
C 0.530 -1.053 0.490 0.49
N -0.026 0.167 0.675 -0.16
O 1.723 -1.140 0.223 -0.63
H -1.302 -2.004 1.217 0.31
H 0.372 -2.833 1.410 0.28
H -0.508 -2.829 -0.170 0.25
H -0.945 0.541 0.581 0.09
H 0.636 0.923 0.669 0.24
H -2.951 2.849 -0.602 0.31
H -2.226 1.616 0.379 0.30
O -2.229 2.361 -0.208 -0.62
H 2.806 1.031 0.386 0.34
H 3.208 2.280 1.189 0.32
O 2.445 1.884 0.676 -0.69
H -0.304 -0.449 -1.843 0.33
H -0.045 -0.596 -3.205 0.33
O -0.835 -0.481 -2.653 -0.63
```

- SMILES = CC(N)=O.O.O.O
- Kohn-Sham gap (eV) = 10.76

=====

--- y ---
DFT (ωB97M-V/def2-TZVPD) results for a cluster of 4 separate species, C2H11NO4 in total.

XYZ file:
```
18
Properties=species:S:1:pos:R:3:mulliken_charge:R:1
C 1.348 -1.180 0.856 0.06
N 1.577 -0.214 -0.091 -0.06
C 1.428 1.185 0.269 -0.78
O 1.257 -2.359 0.599 -0.59
H 1.531 -0.799 1.881 0.27
H 2.094 -0.618 -0.872 0.26
H 0.373 1.343 0.436 0.23
H 1.873 1.381 1.249 0.35
H 2.024 1.803 -0.386 0.31
H -0.973 0.136 -1.400 0.35
H -0.930 1.241 -2.503 0.30
O -1.281 1.035 -1.629 -0.65
H -0.484 -2.377 -0.780 0.29
H -1.884 -1.892 -0.542 0.33
O -1.146 -1.782 -1.155 -0.68
H -2.104 1.059 0.575 0.33
H -2.534 1.370 2.025 0.30
O -2.169 0.668 1.467 -0.63
```

- SMILES = CNC=O.O.O.O
- Kohn-Sham gap (eV) = 10.51

=====

--- z ---
DFT (ωB97M-V/def2-TZVPD) results for a cluster of 4 separate species, C2H11NO4 in total.

XYZ file:
```
18
Properties=species:S:1:pos:R:3:mulliken_charge:R:1
C -0.121 -0.070 2.469 -1.31
C 0.541 -0.326 1.074 0.75
N 0.754 0.864 0.415 -0.28
O 1.090 -1.357 0.769 -0.61
H 0.177 0.855 2.793 0.45
H -0.012 -0.990 3.025 0.32
H -1.193 -0.067 2.202 0.28
H 0.759 1.656 1.071 0.19
H 1.107 0.763 -0.550 0.23
H -2.368 2.307 -1.135 0.32
H -2.644 3.801 -1.165 0.32
O -2.432 3.042 -0.538 -0.64
H 1.175 -0.897 -1.393 0.32
H 2.354 -1.422 -2.348 0.28
O 1.782 -0.675 -2.117 -0.68
H -0.473 -2.047 -0.535 0.35
H -1.566 -2.411 -1.602 0.30
O -1.078 -1.662 -1.181 -0.60
```

- SMILES = CC(N)=O.O.O.O
- Kohn-Sham gap (eV) = 10.70

=====

Stability, highest: y